Formula: C26H37N6PRhSe2
Source: the OMol25 dataset
Level of theory: ωB97M-V/def2-TZVPD

Properties
Calculated total energy (eV): -179467.377
Frontier orbital gap (alpha / beta) (eV): 7.4 / 4.4
Expectation value of S²: 6.0190
Charge: +3
2S+1: 5
Relative energy (zero: lowest compared OMol25 entry of this formula, charge and spin) (kcal per mole): 8.19

Positions of all 73 atoms, in Å:
1 Rh 0.64132 -0.36369 -0.46700
2 C -2.64467 -4.82181 -1.39904
3 N -2.47182 -3.36673 -1.43510
4 C -3.65945 -2.53485 -1.64432
5 C -1.27540 -2.76225 -1.41217
6 N -1.08439 -1.47617 -1.44283
7 N -0.16326 -3.60674 -1.37032
8 C 1.12097 -3.26773 -1.75970
9 N 1.83395 -4.31915 -2.22229
10 N 1.58852 -2.06533 -1.64254
11 H -3.66429 -5.03194 -1.09244
12 H -2.00478 -5.28119 -0.64525
13 H -2.47734 -5.28104 -2.37525
14 H -4.52116 -3.18740 -1.73321
15 H -3.57718 -1.95345 -2.56446
16 H -3.82502 -1.85888 -0.80166
17 H -1.94931 -0.97314 -1.59435
18 H -0.36175 -4.59237 -1.37407
19 H 1.38431 -5.17277 -2.50745
20 H 2.77135 -4.18083 -2.55699
21 H 2.50729 -2.00637 -2.06547
22 N 1.64179 1.53894 -1.53185
23 C 1.11047 2.84422 -1.15527
24 C 1.89740 3.97807 -1.25119
25 C 1.34525 5.22150 -0.96507
26 C 0.00853 5.33237 -0.60464
27 C -0.77027 4.19228 -0.49067
28 C -0.21706 2.93676 -0.73922
29 P -1.08121 1.39686 -0.46110
30 C -2.83525 1.54811 -0.78420
31 C -3.24244 1.51670 -2.12266
32 C -4.58326 1.65898 -2.44021
33 C -5.52017 1.82315 -1.42710
34 C -5.11956 1.85239 -0.09725
35 C -3.77922 1.71363 0.23043
36 C -0.90421 1.04544 1.31060
37 C -1.53224 -0.09479 1.83870
38 C -1.55053 -0.31691 3.20636
39 C -0.93700 0.58681 4.06595
40 C -0.27706 1.69921 3.55462
41 C -0.25729 1.92742 2.18691
42 H 1.30160 1.30594 -2.46239
43 H 2.64911 1.61107 -1.62336
44 H 2.92761 3.90844 -1.58195
45 H 1.95748 6.10895 -1.05410
46 H -0.41989 6.30584 -0.41037
47 H -1.80930 4.27049 -0.19270
48 H -2.51392 1.39616 -2.91805
49 H -4.89884 1.64815 -3.47482
50 H -6.56733 1.93413 -1.67547
51 H -5.85294 1.99436 0.68496
52 H -3.47678 1.74934 1.26913
53 H -2.05755 -0.77787 1.18019
54 H -2.07201 -1.17640 3.60671
55 H -0.97865 0.42972 5.13625
56 H 0.18887 2.41030 4.22443
57 H 0.20608 2.82791 1.80177
58 C 1.95678 -1.25384 3.20647
59 Se 2.56809 -0.94255 1.38447
60 C 3.65806 0.64996 1.75320
61 C 5.16045 0.44575 1.60504
62 Se 5.67290 -0.42109 -0.04818
63 C 6.68556 -1.90206 0.62341
64 H 1.41244 -0.37993 3.54601
65 H 2.82814 -1.46372 3.81978
66 H 1.30328 -2.12179 3.17825
67 H 3.51011 0.90349 2.80346
68 H 3.26324 1.46861 1.15553
69 H 5.57491 -0.17787 2.39549
70 H 5.68593 1.40556 1.60441
71 H 7.48618 -1.49972 1.24678
72 H 7.08552 -2.45136 -0.22376
73 H 6.00033 -2.50329 1.22215